Entry 1:
The following is a quantum chemistry calculation of C4H6Br4 as an isolated structure, from the OMol25 dataset.

Structure (XYZ):
```
14
Properties=species:S:1:pos:R:3:forces:R:3
C -0.58927 2.31783 0.71833 0.9 -0.2 -0.7
C -0.95235 -2.26957 -0.54805 1.5 1.2 1.6
C 0.08526 -1.61358 -1.07866 -0.9 0.1 2.3
C -1.64427 1.75004 0.22780 -2.3 -0.4 -0.8
Br 4.25483 1.63639 0.46795 0.4 0.5 -0.1
Br 1.26530 -0.46794 -0.07020 -0.6 -0.2 -0.1
Br -2.98025 0.90249 1.33118 0.6 0.2 -0.4
Br -2.13105 1.82058 -1.61941 0.2 0.0 0.5
H -0.37129 2.06180 1.71515 0.5 0.3 1.2
H 5.08346 2.80229 0.26540 -0.4 -0.5 0.1
H 0.13771 2.76414 0.05534 0.0 0.2 0.2
H -1.22959 -2.02228 0.52252 0.3 -0.6 -1.4
H -1.33050 -3.15010 -1.02482 -0.7 0.1 -0.5
H 0.44584 -1.59582 -2.04542 0.5 -0.6 -1.9
```
Forces are in eV/Å.

As for the frontier orbital gap: 9.65 eV. For the molar mass, the calculation gives 373.71 g mol⁻¹. For the energy relative to the best compared isomer or geometry (same formula, charge and spin), the calculation gives 58.4 kcal/mol. As for the HOMO energy: -9.3 eV. The value obtained for the LUMO energy is 0.33 eV. The electronic energy comes out at -10451.98791 Ha. The calculation puts the max |F| at 0.04834 hartree/bohr.

---

Entry 2:
The following is a quantum chemistry calculation of C4H6Br4 as an isolated structure, from the OMol25 dataset.

Structure (XYZ):
```
14
Properties=species:S:1:pos:R:3:forces:R:3
C 1.90401 0.83647 0.10186 -0.2 1.7 0.1
C 1.61787 -1.44036 -0.77147 -0.8 1.8 0.9
C 1.41961 -0.36638 0.25656 -1.0 -0.5 0.3
C -2.72577 0.66531 0.30391 -0.4 0.8 -0.4
Br 0.48407 -0.88670 1.85947 0.3 0.2 -0.4
Br -3.44900 2.14722 -0.77843 0.5 -0.2 0.1
Br -2.69166 1.22786 2.12588 -0.1 -0.1 0.4
Br -3.94359 -0.81924 0.01646 0.8 0.0 0.1
H 1.78071 1.69760 0.73398 -0.2 -0.3 0.9
H -1.66463 0.53317 0.03662 -0.8 -0.5 -0.2
H 2.38383 1.19188 -0.78980 0.3 -0.6 -0.7
H 1.43021 -0.96797 -1.69252 1.0 1.0 -1.5
H 0.84319 -2.14077 -0.88147 -0.5 -1.7 1.1
H 2.61116 -1.67808 -0.52104 1.2 -1.6 -0.8
```
Forces are in eV/Å.

As for the frontier orbital gap: 9.73 eV. For the molar mass, the calculation gives 373.71 g mol⁻¹. For the energy relative to the best compared isomer or geometry (same formula, charge and spin), the calculation gives 49.6 kcal/mol. As for the HOMO energy: -9.6 eV. The value obtained for the LUMO energy is 0.09 eV. The electronic energy comes out at -10452.00192 Ha. The calculation puts the max |F| at 0.04239 hartree/bohr.

---

Q: Which value of energy relative to the best compared isomer or geometry (same formula, charge and spin) does entry 1 give?
A: 58.4 kcal/mol